Entry 1:
This record from OMol25 describes a molecular structure, C27H46BrN3OP2Zn. The level of theory is ωB97M-V/def2-TZVPD.

Each line ends with the Löwdin charge.
Element x y z (Å)
C (2.72, -1.57, -3.02)  0.01
H (-1.58, 2.68, -2.98)  0.06
H (7.13, 1.81, 0.96)  0.12
C (-1.44, 1.94, 2.37)  -0.16
C (1.40, -1.38, 1.83)  -0.60
C (0.67, 2.16, -1.33)  -0.40
H (-2.47, -3.42, 1.23)  0.07
H (-5.31, 0.09, 1.96)  0.09
C (4.30, 0.14, -3.86)  0.06
H (2.21, 0.78, -5.44)  0.14
C (-6.14, -1.51, 0.78)  -0.14
H (4.96, 2.60, -3.40)  0.12
H (5.65, 4.45, -1.89)  0.13
Br (-3.52, -1.71, -1.94)  0.12
H (4.50, 0.86, -4.65)  0.15
C (0.36, -1.14, -3.29)  -0.28
H (4.34, -0.07, 2.66)  0.10
N (0.62, -2.30, 2.49)  0.15
H (-5.47, -3.76, 1.74)  0.07
C (3.53, -0.17, 1.93)  -0.08
C (5.45, 2.37, -2.46)  0.01
H (-2.97, 2.21, -0.26)  0.06
H (-3.25, 3.09, -2.58)  0.08
O (1.01, -0.77, 0.82)  -0.05
C (6.64, 1.94, -0.01)  -0.10
H (3.55, -2.11, -2.54)  0.12
C (5.18, -0.06, -2.82)  0.05
C (0.63, -0.24, -4.34)  -0.11
H (-2.75, 1.39, -2.63)  0.02
Zn (-1.41, -1.31, -2.59)  0.48
C (5.70, 1.04, -2.05)  -0.20
C (-3.36, -3.25, 1.87)  -0.38
H (-1.37, 0.91, 2.74)  0.04
H (-5.84, -2.44, 0.31)  0.03
C (6.32, 0.83, -0.80)  0.01
H (-3.88, -0.07, 3.93)  0.09
C (-0.37, 2.23, 1.32)  -0.42
H (-5.09, -1.56, 5.42)  0.10
H (-4.55, -4.05, 0.23)  0.07
H (0.60, 1.84, 1.67)  0.06
P (-3.42, -1.40, 1.99)  1.17
C (-4.95, -1.90, 4.39)  -0.11
H (2.50, 1.30, -0.53)  0.05
H (5.47, -1.07, -2.50)  0.14
C (2.03, 2.28, -0.66)  -0.15
H (2.81, -1.65, 3.28)  0.14
C (-2.10, 2.51, -0.87)  -0.44
H (1.06, -2.96, 3.13)  0.11
C (-2.43, 2.40, -2.35)  -0.16
H (-5.88, -1.69, 3.85)  0.07
H (-4.56, -0.13, 0.36)  0.03
C (-4.96, -0.66, 1.24)  -0.38
H (-1.30, 2.61, 3.23)  0.08
H (1.98, 2.78, 0.31)  0.06
H (-1.83, 3.54, -0.58)  0.09
P (-0.71, 1.40, -0.32)  0.94
H (0.32, 3.14, -1.68)  0.09
H (0.75, 1.50, -2.21)  0.04
H (-6.83, -1.72, 1.60)  0.08
H (1.17, -2.62, -1.92)  0.10
H (3.03, 0.80, 1.83)  0.08
H (-6.70, -0.96, 0.01)  0.09
H (-0.18, 0.25, -4.88)  0.11
C (5.82, 3.41, -1.60)  -0.10
C (-4.51, -4.08, 1.32)  -0.13
H (-0.24, -2.58, 2.04)  0.08
H (-4.38, -5.13, 1.60)  0.10
H (3.97, -0.43, 0.95)  0.07
H (2.70, 2.88, -1.30)  0.06
H (-2.83, -1.45, 4.30)  0.09
C (1.96, 0.05, -4.65)  0.01
H (-4.79, -2.98, 4.42)  0.08
N (6.39, 3.19, -0.40)  0.10
H (6.50, -0.17, -0.44)  0.12
C (-3.76, -1.15, 3.79)  -0.40
H (-2.45, 2.09, 1.98)  0.05
H (-0.27, 3.31, 1.15)  0.09
N (2.62, -1.18, 2.40)  0.01
H (-3.10, -3.60, 2.88)  0.09
C (1.39, -1.86, -2.68)  -0.09
C (3.01, -0.51, -3.90)  -0.19

Summary:
Molar mass in u: 635.93
Kohn-Sham gap (alpha / beta) in eV: 4.35 / 4.74
Energy above the lowest of the compared OMol25 structures with the same formula, charge and spin in eV: 2.9294
Charge: +2
Energy in eV: -172285.0343

---

Entry 2:
This record from OMol25 describes C7H9O2P in the gas phase. The level of theory is ωB97M-V/def2-TZVPD.

Each line ends with the natural charge from an NBO analysis.
Element x y z (Å)
H (-2.34, 0.86, 1.78)  0.22
H (0.76, 1.88, -0.78)  0.23
C (-1.76, 0.55, 0.88)  -0.27
C (-1.86, -0.71, 0.38)  -0.13
O (1.05, -2.08, 0.42)  -0.52
H (-0.96, 2.50, 0.64)  0.22
H (1.70, 0.98, 1.40)  -0.09
C (0.00, 1.14, -0.67)  -0.21
C (1.08, -0.86, 0.00)  0.28
H (0.59, -0.49, -2.09)  0.28
H (-2.70, -1.31, 0.83)  0.23
C (-1.12, -1.03, -0.87)  -0.45
P (2.47, 0.20, 0.56)  1.50
O (3.33, 0.54, -0.53)  -1.06
H (3.17, -0.56, 1.46)  -0.08
C (0.16, -0.30, -1.00)  -0.39
H (-0.92, -2.05, -0.98)  0.25
H (-1.78, -0.78, -1.69)  0.23
C (-0.86, 1.51, 0.27)  -0.20

Summary:
SMILES: O=[PH2]C(=O)[C@@H]1C=CC=CC1
Molar mass in u: 156.12
Kohn-Sham gap in eV: 8.76
Energy above the lowest of the compared OMol25 structures with the same formula, charge and spin in eV: 2.6263
Charge: 0
Energy in eV: -20786.1101

---

Entry 3:
This record from OMol25 describes a molecular structure, C28H57N4NiO9. The level of theory is ωB97M-V/def2-TZVPD.

Each line ends with the Löwdin charge.
Element x y z (Å)
H (-3.12, 2.86, -3.83)  0.08
H (-3.25, 1.92, -2.34)  0.08
H (-4.28, -4.92, 1.13)  0.08
O (-0.39, -0.44, 1.43)  0.11
H (-4.71, 2.37, -3.20)  0.08
C (3.88, 5.17, 2.67)  -0.08
H (-2.48, -7.73, 5.00)  0.06
H (-5.29, -0.56, -3.91)  0.09
H (-4.45, 0.04, -2.51)  0.08
C (-4.48, 1.18, -5.58)  -0.12
O (2.51, -2.19, -2.04)  -0.07
H (-2.73, -0.95, -7.73)  0.12
H (6.68, 4.09, 1.52)  0.08
O (-0.99, -0.66, 3.28)  0.03
H (-2.61, -7.88, 2.65)  0.06
H (6.10, 8.51, 1.28)  0.09
C (-2.85, -0.14, -7.01)  -0.19
H (6.42, 4.08, -1.27)  0.07
N (2.00, -3.30, -2.08)  -0.71
O (2.06, -3.94, -3.09)  -0.05
C (6.26, 5.14, -1.46)  -0.05
C (7.84, 6.11, 0.29)  0.00
H (6.30, 7.71, -1.31)  0.12
H (-2.51, 0.76, -7.52)  0.12
C (-3.29, -5.71, 2.84)  -0.46
H (4.73, 7.03, -0.96)  0.11
N (5.44, 5.22, 0.83)  -0.11
H (-0.61, -4.66, 6.73)  0.08
H (-3.97, -7.85, 3.54)  0.06
H (7.88, 6.12, 1.38)  0.06
H (-1.76, -2.08, -4.56)  0.09
H (-4.52, -3.98, 3.64)  0.13
N (-2.16, 0.54, -4.68)  -0.11
C (-3.25, -5.01, 1.48)  -0.03
C (5.26, 8.12, 0.72)  -0.17
H (-0.57, -3.73, 5.44)  0.07
H (-3.36, -5.00, 6.79)  0.12
O (-0.57, 1.42, 2.38)  0.02
H (-0.95, -6.78, 3.30)  0.08
C (-2.07, -5.46, 5.00)  -0.42
C (-3.53, -7.31, 2.71)  -0.01
H (8.34, 5.28, -0.20)  0.07
H (4.82, 9.05, 0.36)  0.10
O (5.87, 3.92, 1.02)  0.02
O (-1.48, 0.14, -3.59)  0.02
C (4.33, 7.35, 1.63)  -0.14
H (8.25, 7.05, -0.09)  0.08
H (2.97, 4.92, 2.12)  0.10
H (4.00, 7.90, 2.52)  0.12
C (6.33, 5.94, -0.10)  -0.51
C (-3.68, 2.06, -3.34)  -0.05
C (-4.56, -5.32, 5.03)  -0.22
H (-4.10, -7.58, 1.82)  0.08
Ni (0.11, -3.16, 2.21)  0.78
H (-4.72, -6.39, 5.12)  0.10
H (5.24, 5.11, -1.83)  0.09
H (-2.78, -4.04, 1.38)  0.09
H (4.18, 4.24, 3.15)  0.09
H (-0.54, -0.38, -7.51)  0.08
C (5.91, 6.24, 3.23)  -0.05
C (-2.19, -1.88, -5.54)  -0.04
C (-4.30, -0.28, -3.54)  -0.04
H (5.39, 6.56, 4.13)  0.08
C (-3.59, 0.85, -4.32)  -0.44
H (6.60, 5.39, 3.34)  0.08
C (4.94, 5.97, 2.03)  -0.48
H (-5.55, 1.34, -5.45)  0.11
N (-2.08, -5.36, 3.55)  -0.15
H (0.24, -0.92, -6.00)  0.10
H (3.43, 7.16, 1.04)  0.12
H (-5.45, -5.39, 3.07)  0.12
H (-0.36, 0.76, -6.47)  0.09
H (-2.68, -5.66, 0.82)  0.08
C (-1.93, -6.94, 5.51)  -0.04
H (-4.77, -0.76, -6.60)  0.10
O (-0.97, -5.88, 2.95)  0.01
H (7.08, 5.22, -2.18)  0.08
H (-2.26, -7.11, 6.54)  0.09
H (-4.14, 2.12, -6.02)  0.11
H (0.10, -5.33, 5.35)  0.06
H (6.55, 7.12, 3.21)  0.06
C (-4.26, 0.19, -6.75)  -0.22
H (-3.27, -2.04, -5.48)  0.07
H (-2.06, -0.55, -3.27)  0.07
C (5.71, 7.23, -0.52)  -0.14
H (3.25, 5.72, 3.37)  0.09
C (-1.92, -0.41, -5.81)  -0.50
C (-0.78, 0.19, 2.43)  -1.03
C (-0.55, -0.31, -6.43)  -0.04
C (-4.51, -5.07, 3.52)  -0.14
H (-3.33, -3.71, 5.68)  0.12
H (-5.34, -4.79, 5.59)  0.11
H (-0.89, -7.25, 5.40)  0.07
C (-3.33, -4.80, 5.72)  -0.13
O (1.34, -3.70, -1.10)  -0.13
H (-4.88, 0.50, -7.59)  0.11
C (-0.78, -4.77, 5.66)  -0.04
H (-3.72, -1.20, -3.51)  0.06
H (-1.83, -2.66, -6.22)  0.10

Summary:
Molar mass in u: 652.48
Kohn-Sham gap (alpha / beta) in eV: 5.25 / 5.32
Expectation value of S²: 2.014
Charge: -1
Energy in eV: -95376.9197
Spin multiplicity: 3

---

Entry 4:
This record from OMol25 describes 2 unconnected molecules or ions with the total composition C2H9N3. The level of theory is ωB97M-V/def2-TZVPD.

Each line ends with the natural charge from an NBO analysis.
Element x y z (Å)
H (0.95, 0.05, -2.08)  0.17
H (-0.76, -0.62, -3.51)  0.35
H (-0.37, 1.02, 4.68)  0.34
C (0.89, -1.01, -2.35)  -0.42
H (1.82, -1.31, -2.83)  0.19
N (-0.13, 0.82, 1.53)  -0.83
C (-0.56, 1.16, 2.82)  0.26
H (0.89, -1.53, -1.38)  0.19
H (0.75, 1.17, 1.23)  0.39
N (0.14, 0.85, 3.82)  -0.67
H (-0.98, -1.75, -2.50)  0.35
H (-1.55, 1.62, 2.91)  0.14
H (-0.82, 0.94, 0.81)  0.37
N (-0.27, -1.41, -3.14)  -0.82

Summary:
SMILES: [H]/N=C/N.CN
Molar mass in u: 75.11
Kohn-Sham gap in eV: 10.36
Energy above the lowest of the compared OMol25 structures with the same formula, charge and spin in eV: 1.0781
Charge: 0
Energy in eV: -6689.4309